Entry 1:
ORCA calculation (ωB97M-V with the def2-TZVPD basis set) on C6H13N in the gas phase at a distorted geometry.

E_HOMO	-8.367	eV
gap between HOMO and LUMO	9.464	eV
relative energy (zero: lowest compared OMol25 entry of this formula, charge and spin)	129.0	kJ/mol

CARTESIAN COORDINATES (ANGSTROEM)
C: 0.7533 2.4339 0.8535
C: 0.1182 1.1454 1.1869
C: 0.5327 -0.0550 0.7131
C: 1.9240 -0.2943 0.1296
C: -0.5505 -0.9987 0.3135
C: -1.0196 -0.9442 -1.1327
N: -2.1781 -1.7887 -1.3416
H: 0.2704 3.3107 1.2788
H: 1.8138 2.5488 1.1192
H: 0.6926 2.5478 -0.2355
H: -0.7597 1.0826 1.8154
H: 2.1363 -1.3568 0.2309
H: 2.0206 0.0711 -0.8902
H: 2.6566 0.1498 0.8034
H: -0.2007 -2.0505 0.3316
H: -1.3466 -1.0797 1.0622
H: -1.2790 0.1267 -1.3076
H: -0.2286 -1.2303 -1.8147
H: -2.3543 -2.1635 -2.2569
H: -3.0015 -1.4551 -0.8590

Entry 2:
ORCA calculation (ωB97M-V with the def2-TZVPD basis set) on C2H2N2O2S in the gas phase at a distorted geometry.

E_HOMO	-8.778	eV
gap between HOMO and LUMO	9.506	eV
relative energy (zero: lowest compared OMol25 entry of this formula, charge and spin)	213.3	kJ/mol

CARTESIAN COORDINATES (ANGSTROEM)
O: 0.2771 -1.9704 -0.2101
N: 0.4845 -0.6425 -0.3284
N: 1.5310 -0.1764 -1.0368
C: 1.3856 1.0771 -0.9137
O: 0.3153 1.4928 -0.1823
C: -0.2663 0.3202 0.2398
S: -1.6904 0.0856 1.1064
H: -0.5663 -2.0466 0.2900
H: 2.0503 1.8461 -1.2542

Entry 3:
ORCA calculation (ωB97M-V with the def2-TZVPD basis set) on 6 unconnected molecules or ions with the total composition C26H48NO9S5 at a distorted geometry.

net charge	+1
E_HOMO	-9.958	eV
gap between HOMO and LUMO	5.488	eV

CARTESIAN COORDINATES (ANGSTROEM)
C: -0.4865 2.8430 0.6595
C: -1.0579 2.4943 -0.8281
C: -0.0438 3.1533 -1.9312
C: -0.9626 4.0766 -2.8962
C: -1.7992 3.3976 -4.0425
N: -2.6720 4.1574 -4.9111
C: -2.8050 5.5898 -4.7499
C: -2.0244 6.4035 -3.6611
O: -2.2508 7.8080 -3.6214
C: -1.0733 5.6287 -2.6964
C: -0.2937 6.4044 -1.5439
O: 0.9665 6.3887 -1.5214
O: -0.9479 7.1743 -0.5143
O: -2.3077 3.2317 -0.9529
C: -3.4263 2.5180 -0.3660
C: -3.8708 3.3504 0.9480
C: -3.3966 4.8196 1.0614
C: -3.8050 5.6785 2.3201
C: -4.6933 4.9915 3.3907
C: -5.1541 3.4955 3.2769
C: -4.7518 2.6536 2.0209
H: 0.5860 2.4545 0.8140
H: -1.2261 2.3741 1.4106
H: -0.5663 3.9808 0.8233
H: -1.1815 1.3624 -0.9727
H: 0.6691 3.8618 -1.3748
H: 0.4846 2.3309 -2.5201
H: -1.6831 2.2562 -4.1111
H: -3.2094 3.6364 -5.6229
H: -3.5231 6.1663 -5.4429
H: -1.3806 8.2700 -3.7479
H: -0.9509 6.5886 0.2901
H: -3.2282 1.4129 -0.1616
H: -4.3045 2.6293 -1.1144
H: -2.7708 5.3761 0.2790
H: -3.4471 6.7719 2.3941
H: -5.0162 5.6060 4.2983
H: -5.8171 3.0093 4.0786
H: -5.0802 1.5732 1.8715
C: -4.3014 -2.4974 3.3708
S: -5.6546 -1.4265 3.8930
O: -5.9781 -0.5174 2.7482
C: -4.6887 -0.4747 5.0845
H: -4.6694 -3.1629 2.5885
H: -3.4793 -1.8957 2.9775
H: -3.9582 -3.0935 4.2225
H: -3.8432 0.0015 4.5842
H: -4.3331 -1.1363 5.8765
H: -5.3329 0.2926 5.5167
C: 1.8051 -2.0629 -2.7411
S: 1.6511 -0.2665 -2.7765
O: 0.3947 0.0927 -2.0415
C: 1.2985 -0.1417 -4.5435
H: 1.9912 -2.3734 -1.7159
H: 0.8813 -2.5232 -3.0971
H: 2.6434 -2.3697 -3.3680
H: 0.4061 -0.7213 -4.7875
H: 2.1533 -0.5103 -5.1127
H: 1.1273 0.9081 -4.7890
C: 4.6965 -6.0979 -0.9335
S: 3.3550 -5.0173 -0.3957
O: 3.0304 -4.1022 -1.5358
C: 4.3372 -4.0766 0.7913
H: 4.3173 -6.7579 -1.7147
H: 5.5209 -5.5014 -1.3317
H: 5.0414 -6.6990 -0.0900
H: 5.1824 -3.6056 0.2858
H: 4.6936 -4.7429 1.5787
H: 3.7021 -3.3058 1.2306
C: 8.9528 -6.3176 -3.0587
S: 8.7985 -4.5189 -3.0893
O: 7.5464 -4.1634 -2.3515
C: 8.4424 -4.3912 -4.8545
H: 9.1417 -6.6305 -2.0312
H: 8.0286 -6.7778 -3.4137
H: 9.7905 -6.6227 -3.6886
H: 7.5498 -4.9703 -5.0980
H: 9.2965 -4.7583 -5.4263
H: 8.2704 -3.3416 -5.0964
C: -0.1822 -3.9715 5.2365
S: -1.6865 -4.5977 6.0136
O: -2.8282 -3.7716 5.5098
C: -1.2936 -4.0202 7.6780
H: -0.2285 -4.1896 4.1689
H: -0.1076 -2.8922 5.3831
H: 0.6867 -4.4705 5.6696
H: -1.1506 -2.9381 7.6735
H: -0.3892 -4.5177 8.0324
H: -2.1260 -4.2729 8.3361

Entry 4:
ORCA calculation (ωB97M-V with the def2-TZVPD basis set) on 9 unconnected molecules or ions with the total composition C55H58BrFN8O5S at a distorted geometry.

E_HOMO	-8.666	eV
gap between HOMO and LUMO	7.832	eV

CARTESIAN COORDINATES (ANGSTROEM)
C: -7.0425 4.6381 0.3845
C: -6.0864 5.7743 -0.2997
C: -4.7226 6.1505 0.5109
Br: -5.1894 7.7693 1.6617
C: -4.1577 5.0179 1.5454
O: -4.9290 4.7329 2.8015
S: -5.1382 3.0090 2.8204
O: -4.6832 2.4950 4.2051
O: -6.6398 2.5281 2.7892
O: -4.2795 2.5889 1.4097
C: -3.3682 3.6793 0.9253
C: -1.9858 3.2747 1.7762
C: -1.9369 1.7005 2.2300
O: -1.9142 1.4272 3.5649
C: -1.8559 0.3937 1.2431
C: -0.7334 -0.7691 1.6721
C: -0.5066 -2.1802 0.8544
C: -1.4187 -2.4205 -0.4863
C: -2.5535 -1.2916 -0.9599
C: -2.7787 0.0966 -0.0764
C: -3.0113 3.7557 -0.6719
C: -4.2140 3.2767 -1.6807
F: -1.8017 2.9449 -1.0643
H: -8.1099 4.5446 -0.1423
H: -7.2934 4.9745 1.5022
H: -6.5968 3.5555 0.3877
H: -6.7384 6.7736 -0.3475
H: -5.9259 5.4669 -1.4338
H: -3.9438 6.5510 -0.2692
H: -3.2223 5.5889 2.0208
H: -2.0707 3.9064 2.7860
H: -1.0034 3.6684 1.2538
H: -0.0594 -0.6201 2.6459
H: 0.2757 -3.0133 1.1912
H: -1.3232 -3.3844 -1.1756
H: -3.2247 -1.4297 -1.9133
H: -3.5863 0.8679 -0.4247
H: -2.7168 4.8787 -0.9505
H: -4.4347 4.2050 -2.3988
H: -3.8385 2.4184 -2.4208
H: -5.1648 2.8840 -1.1239
C: -7.1039 -3.8675 -0.3401
C: -6.4097 -4.9034 -0.9560
C: -5.4149 -4.5773 -1.8639
N: -5.0814 -3.3093 -2.1898
C: -5.7741 -2.3248 -1.5769
C: -6.7821 -2.5510 -0.6535
H: -7.8894 -4.0841 0.3781
H: -6.6373 -5.9399 -0.7342
H: -4.8425 -5.3502 -2.3685
H: -5.4885 -1.3149 -1.8576
H: -7.3041 -1.7213 -0.1905
C: 1.6263 4.2223 -0.1948
C: 1.8926 5.1248 -1.2190
C: 2.7065 6.2112 -0.9405
N: 3.2549 6.4480 0.2713
C: 2.9770 5.5554 1.2462
C: 2.1783 4.4380 1.0637
H: 0.9938 3.3580 -0.3756
H: 1.4768 4.9856 -2.2105
H: 2.9464 6.9419 -1.7074
H: 3.4278 5.7695 2.2112
H: 1.9903 3.7530 1.8827
C: 3.0106 1.1162 -3.5261
C: 1.9651 1.5165 -2.7007
C: 1.4320 0.5882 -1.8209
N: 1.8664 -0.6871 -1.7199
C: 2.8813 -1.0471 -2.5353
C: 3.4812 -0.1903 -3.4442
H: 3.4548 1.8163 -4.2277
H: 1.5751 2.5272 -2.7411
H: 0.6170 0.8532 -1.1537
H: 3.2106 -2.0777 -2.4364
H: 4.2948 -0.5331 -4.0732
C: -8.8541 4.2419 4.3429
C: -10.2229 4.1979 4.5857
C: -10.8853 5.3914 4.8238
N: -10.2777 6.5981 4.8379
C: -8.9480 6.6089 4.6006
C: -8.2004 5.4698 4.3488
H: -8.3011 3.3270 4.1508
H: -10.7612 3.2569 4.5890
H: -11.9542 5.4097 5.0154
H: -8.4830 7.5906 4.6196
H: -7.1346 5.5378 4.1626
C: 6.9307 -4.3739 -6.4296
C: 5.5619 -4.4179 -6.1868
C: 4.8995 -3.2243 -5.9486
N: 5.5071 -2.0177 -5.9346
C: 6.8368 -2.0069 -6.1718
C: 7.5844 -3.1460 -6.4236
H: 7.4837 -5.2888 -6.6216
H: 5.0236 -5.3589 -6.1835
H: 3.8306 -3.2060 -5.7571
H: 7.3019 -1.0252 -6.1529
H: 8.6502 -3.0780 -6.6098
C: 9.2216 -9.0754 -3.9013
C: 7.9432 -8.6671 -4.2666
C: 7.8159 -7.5250 -5.0410
N: 8.8628 -6.7809 -5.4600
C: 10.0914 -7.2012 -5.0882
C: 10.3199 -8.3309 -4.3191
H: 9.3610 -9.9663 -3.2958
H: 7.0669 -9.2248 -3.9562
H: 6.8395 -7.1674 -5.3546
H: 10.9158 -6.5848 -5.4357
H: 11.3290 -8.6230 -4.0516
C: 10.5678 -8.3886 1.4125
C: 10.8032 -9.7554 1.5158
C: 10.2592 -10.5893 0.5520
N: 9.5084 -10.1520 -0.4827
C: 9.2955 -8.8202 -0.5556
C: 9.7999 -7.9076 0.3569
H: 10.9789 -7.7037 2.1484
H: 11.3965 -10.1619 2.3271
H: 10.4172 -11.6632 0.5873
H: 8.6874 -8.4945 -1.3949
H: 9.5987 -6.8479 0.2480
C: -1.4034 2.6933 6.4611
C: -0.1997 3.3700 6.2950
C: 0.2026 4.2463 7.2903
N: -0.5092 4.4855 8.4135
C: -1.6744 3.8152 8.5458
C: -2.1580 2.9170 7.6081
H: -1.7508 1.9974 5.7029
H: 0.4109 3.2186 5.4122
H: 1.1359 4.7958 7.2085
H: -2.2286 4.0266 9.4560
H: -3.1001 2.4049 7.7675